This record from the Open Molecules 2025 dataset describes a molecular structure, C24H48Cl2P2SeTl. The level of theory is ωB97M-V/def2-TZVPD.

Last column: Löwdin charge in e.
Geometry (Å):
Tl1 0.9115 -0.5694 -0.8278  0.341
Se1 -1.6241 3.2114 1.7319  0.405
Cl1 1.4492 1.3777 0.6658  0.035
Cl2 -1.5712 -1.4339 0.0991  -0.054
P1 0.0241 -2.5992 1.7919  0.830
P2 -0.8294 0.7659 -2.6353  1.018
C1 -1.3048 -0.8396 3.6001  -0.131
C2 -0.1187 3.3608 -1.9539  -0.125
C3 0.9142 3.5625 2.9976  -0.215
C4 -1.1027 -3.2746 4.3114  -0.131
C5 1.4910 2.1715 -3.4013  -0.114
C6 1.8822 -1.1937 3.3824  -0.127
C7 -2.9611 2.3661 -3.7092  -0.113
C8 2.8465 -2.7901 1.7742  -0.141
C9 1.6686 -2.5374 2.7058  -0.590
C10 0.7973 -0.9824 -4.2718  -0.148
C11 -0.6046 -0.3800 -4.0917  -0.548
C12 0.5770 -5.3780 2.3251  -0.133
C13 -0.1136 4.1177 2.1800  -0.851
C14 -2.6448 1.1709 -2.8056  -0.518
C15 -3.3147 1.3135 -1.4428  -0.136
C16 2.4422 5.3352 2.3436  -0.147
C17 0.1173 5.4143 1.6359  -0.183
C18 0.2503 -4.6885 -0.0647  -0.148
C19 -1.1214 0.1638 -5.4225  -0.119
C20 2.1871 4.1164 2.9969  -0.148
C21 1.3805 5.9934 1.6941  -0.141
C22 0.0089 2.3524 -3.1022  -0.565
C23 -0.1593 -4.4199 1.3879  -0.542
C24 -1.2177 -2.3082 3.1352  -0.577
H1 1.3753 -1.0851 -3.3464  -0.025
H2 -2.4790 3.2880 -3.3632  0.074
H3 1.9133 -1.9656 -1.2701  -0.023
H4 -1.1241 3.4948 -1.5425  0.046
H5 -1.2447 -4.5890 1.4896  0.106
H6 2.7763 -3.7211 1.2051  0.049
H7 -0.1238 -3.9115 -0.7421  0.032
H8 -0.1116 -3.2614 4.7891  0.073
H9 3.0016 3.6004 3.5085  0.088
H10 -4.4027 1.3689 -1.5937  0.080
H11 1.8734 -0.3870 2.6338  0.019
H12 -1.3370 -4.2993 4.0038  0.054
H13 -4.0478 2.5224 -3.6946  0.085
H14 1.8888 3.1481 -3.7244  0.090
H15 3.4475 5.7639 2.3431  0.075
H16 -1.2739 -1.2032 -3.7787  0.108
H17 0.2458 4.3433 -2.2950  0.091
H18 1.6923 1.4452 -4.1942  0.051
H19 0.2093 -5.3336 3.3531  0.051
H20 -0.6232 1.0982 -5.7210  0.082
H21 -2.2016 0.3220 -5.4019  0.059
H22 1.3432 -4.7347 -0.1591  0.061
H23 -2.6700 2.1916 -4.7513  0.054
H24 -0.9012 -0.1125 2.8779  0.050
H25 0.6743 -1.9993 -4.6713  0.085
H26 0.5036 3.0055 -1.1161  0.015
H27 -0.5080 2.6758 -4.0170  0.087
H28 -1.8524 -2.9887 5.0624  0.077
H29 2.8560 -1.2056 3.8877  0.078
H30 1.5510 6.9799 1.2557  0.082
H31 -2.3717 -0.6017 3.7409  0.081
H32 1.4009 -0.4214 -4.9971  0.071
H33 2.9202 -1.9516 1.0662  0.035
H34 0.7049 2.6457 3.5429  0.077
H35 0.4130 -6.4009 1.9661  0.073
H36 -2.9718 2.2114 -0.9105  0.038
H37 -0.8422 -0.7145 4.5900  0.066
H38 -2.1674 -2.5355 2.6258  0.076
H39 -3.1113 0.4384 -0.8183  -0.006
H40 1.5947 -3.3350 3.4597  0.074
H41 1.6582 -5.2019 2.3316  0.062
H42 -0.1653 -5.6607 -0.3690  0.073
H43 -0.7061 5.9295 1.1440  0.072
H44 3.7581 -2.8356 2.3906  0.081
H45 1.1370 -0.9649 4.1433  0.051
H46 -0.9248 -0.5906 -6.1962  0.080
H47 2.0033 1.8732 -2.4719  0.059
H48 -3.0404 0.2671 -3.2952  0.103

## Properties
Orbital gap: 4.21 eV
Charge: -1